Computed, not measured: C2H4N2S2 as an isolated structure at a distorted geometry, with ωB97M-V/def2-TZVPD.

## Properties
Kohn-Sham gap: 8.15 eV
Relative energy (zero: lowest compared OMol25 entry of this formula, charge and spin): 60.27 kcal/mol
Net charge: 0
HOMO level: -8.98 eV

Last column: Mulliken charge in e.
CARTESIAN COORDINATES (ANGSTROEM)
C -0.708 -0.070 -0.102  0.50
C 2.054 0.356 0.142  -0.14
H -2.650 -0.683 -0.072  0.32
H -1.318 -1.773 0.801  0.24
H -0.746 1.969 -0.519  0.25
H 1.763 1.366 0.630  0.28
N -1.619 -1.209 0.065  -0.56
N -1.273 1.059 -0.300  -0.64
S 0.895 -0.716 -0.517  -0.01
S 3.602 -0.299 -0.127  -0.23

Computed, not measured: C38H51BN10OPdS3 as an isolated structure, with ωB97M-V/def2-TZVPD.

## Properties
Kohn-Sham gap (spin up / spin down): 4.42 / 4.44 eV
Net charge: -2
HOMO level (spin up / spin down): -0.35 / -0.36 eV

Last column: Mulliken charge in e.
CARTESIAN COORDINATES (ANGSTROEM)
Pd -0.280 0.306 -0.529  -1.39
C 4.088 -3.286 1.021  -1.37
C 3.535 -2.018 0.449  0.60
C 4.172 -1.050 -0.300  -1.43
C 3.178 -0.067 -0.554  -0.55
N 2.040 -0.442 -0.008  0.81
N 2.250 -1.624 0.611  0.53
B 1.143 -2.247 1.517  -1.08
N 0.586 -1.156 2.481  -0.27
N 0.030 -0.022 1.993  1.46
C -0.354 0.706 3.019  -0.66
C -0.039 0.032 4.229  -1.66
C 0.558 -1.147 3.834  0.79
C 1.099 -2.261 4.673  -1.43
C -1.038 2.050 2.830  3.11
C -0.268 3.116 3.618  -1.94
C -2.470 1.957 3.374  -1.75
C -1.083 2.448 1.350  -0.66
N -0.041 -2.866 0.714  0.45
N -0.955 -2.065 0.123  1.06
C -1.930 -2.836 -0.315  -0.41
C -1.639 -4.194 -0.014  -1.48
C -0.428 -4.161 0.646  0.68
C 0.369 -5.294 1.215  -1.40
C -3.150 -2.277 -1.025  2.87
C -4.403 -2.961 -0.458  -2.12
C -3.055 -2.604 -2.523  -1.73
C -3.276 -0.757 -0.823  -0.79
C 3.327 1.259 -1.281  2.78
C 4.539 1.992 -0.687  -2.06
C 2.072 2.141 -1.132  -0.53
C 3.597 1.004 -2.770  -1.57
H 5.122 -3.405 0.696  0.38
H 3.520 -4.159 0.692  0.15
H 4.068 -3.278 2.113  0.19
H 5.208 -1.057 -0.609  0.42
H 1.651 -3.129 2.169  -0.25
H -0.221 0.350 5.246  0.44
H 0.951 -2.024 5.727  0.36
H 2.168 -2.413 4.500  0.21
H 0.598 -3.208 4.458  0.21
H -0.248 2.882 4.687  0.35
H -0.738 4.095 3.487  0.46
H 0.764 3.176 3.264  0.40
H -2.476 1.610 4.412  0.34
H -3.054 1.252 2.776  0.27
H -2.956 2.937 3.332  0.47
H -0.093 2.732 0.996  -0.32
H -1.758 3.295 1.194  0.28
H -1.433 1.606 0.729  -0.31
H -2.225 -5.074 -0.240  0.39
H -0.123 -6.237 0.977  0.37
H 0.461 -5.217 2.302  0.18
H 1.382 -5.320 0.806  0.15
H -4.425 -4.028 -0.705  0.34
H -5.301 -2.495 -0.878  0.45
H -4.439 -2.861 0.630  0.38
H -2.986 -3.687 -2.673  0.35
H -2.171 -2.140 -2.963  0.21
H -3.942 -2.236 -3.050  0.44
H -3.576 -0.541 0.207  0.25
H -4.031 -0.346 -1.500  0.43
H -2.311 -0.235 -0.988  -0.42
H 4.423 2.104 0.394  0.41
H 4.626 2.989 -1.132  0.45
H 5.470 1.447 -0.877  0.36
H 2.112 2.716 -0.203  0.32
H 1.127 1.531 -1.103  -0.52
H 1.995 2.844 -1.966  0.42
H 4.453 0.335 -2.908  0.31
H 3.809 1.950 -3.279  0.46
H 2.728 0.550 -3.245  0.20
N 0.203 0.456 -7.679  -0.37
C 0.911 -0.303 -6.780  0.20
O 1.840 -0.995 -7.160  -0.67
C 0.451 -0.265 -5.364  1.34
C -0.561 0.570 -4.893  -1.13
C -0.958 0.487 -3.571  -1.27
N -0.401 -0.361 -2.693  1.64
C 0.601 -1.136 -3.138  -0.38
C 1.046 -1.123 -4.446  -1.10
H 0.630 0.545 -8.585  0.25
H -0.354 1.227 -7.360  0.20
H -1.079 1.277 -5.530  0.15
H -1.752 1.118 -3.188  0.56
H 1.039 -1.800 -2.401  0.29
H 1.844 -1.777 -4.772  0.40
S -4.101 8.004 0.831  -0.46
C -3.744 6.579 0.010  0.31
S -2.329 6.340 -0.937  -0.17
C -2.773 4.636 -1.314  0.04
N -3.913 4.348 -0.746  -0.82
N -4.440 5.427 -0.034  0.62
C -5.652 5.137 0.655  0.05
C -5.808 3.866 1.197  -0.20
C -6.976 3.541 1.868  -0.68
C -7.997 4.475 1.996  -0.40
C -7.838 5.737 1.440  -0.56
C -6.672 6.073 0.765  -0.47
S -1.768 3.670 -2.252  -0.27
H -5.009 3.147 1.074  0.70
H -7.087 2.552 2.297  0.36
H -8.912 4.220 2.519  0.35
H -8.629 6.473 1.528  0.34
H -6.543 7.055 0.334  0.33

Computed, not measured: one molecule with the formula C3H6N2O2S at a distorted geometry, with ωB97M-V/def2-TZVPD.

## Properties
Kohn-Sham gap: 9.02 eV
SMILES: CN(O)C(=S)/C=N/O
Relative energy (zero: lowest compared OMol25 entry of this formula, charge and spin): 141.72 kcal/mol
Net charge: 0
HOMO level: -8.70 eV

Last column: Mulliken charge in e.
CARTESIAN COORDINATES (ANGSTROEM)
C -1.004 -0.944 -1.117  -0.80
C -0.249 0.471 0.967  0.74
C 1.215 0.293 0.754  -0.33
H -0.155 -1.621 -0.969  0.35
H -1.937 -1.558 -1.056  0.33
H -0.973 -0.193 -2.025  0.24
H -2.384 0.619 1.386  0.29
H 1.922 -0.095 1.539  0.34
H 3.431 0.563 -1.428  0.35
N -1.167 -0.119 0.232  0.15
N 1.560 0.580 -0.500  -0.22
O -2.509 0.252 0.412  -0.42
O 2.938 0.537 -0.465  -0.42
S -0.687 1.215 2.270  -0.59

Computed, not measured: C18H35ClLaNO2P2Si as an isolated structure at a distorted geometry, with ωB97M-V/def2-TZVPD.

## Properties
Kohn-Sham gap: 5.44 eV
Net charge: +2
HOMO level: -13.12 eV

Last column: Mulliken charge in e.
CARTESIAN COORDINATES (ANGSTROEM)
C -5.806 -1.490 -3.120  -1.06
C -4.656 -0.942 -2.324  0.86
H -6.358 -0.639 -3.541  0.32
H -6.494 -2.083 -2.495  0.33
H -5.439 -2.118 -3.946  0.33
O -4.384 0.223 -2.123  -0.46
Cl -3.587 -2.205 -1.607  -0.22
La -0.592 0.079 -0.335  1.13
P -2.433 0.511 1.924  0.47
C -2.779 1.982 2.946  -1.22
C -4.157 -0.054 1.654  -1.26
H -4.621 -0.070 2.656  0.43
H -2.759 -0.549 4.068  0.41
H -4.184 -1.058 1.215  0.35
H -1.910 -1.668 2.930  0.41
H -3.256 2.774 2.354  0.40
H -4.695 0.624 0.986  0.37
C -1.968 -0.632 3.291  -1.22
H -3.460 1.653 3.759  0.43
H -0.988 -0.357 3.704  0.37
H -1.854 2.387 3.384  0.36
P 0.646 0.248 -3.009  0.65
C 1.547 1.578 -3.887  -1.31
C 2.006 -1.004 -3.002  -1.17
H -0.831 -1.337 -4.182  0.38
H 0.401 -0.582 -5.249  0.40
H -1.076 0.326 -4.756  0.39
C -0.321 -0.399 -4.430  -1.17
H 1.634 -1.991 -2.700  0.40
H 2.396 -1.058 -4.039  0.45
H 1.980 1.128 -4.807  0.43
H 2.355 1.992 -3.266  0.34
H 2.802 -0.712 -2.301  0.19
H 0.870 2.399 -4.165  0.41
C -1.515 2.333 -0.476  0.19
O -1.820 3.442 -0.628  -0.16
C 2.029 2.973 0.058  -0.93
Si 2.565 1.433 0.955  -0.05
C 4.263 0.986 0.288  -1.06
C 2.553 1.898 2.768  -1.07
N 1.504 0.043 0.704  0.34
C 1.953 -1.172 1.238  1.74
C 1.244 -2.339 0.836  -0.70
C 1.450 -3.535 1.515  -0.96
C 2.458 -3.639 2.486  -0.66
C 3.249 -2.522 2.790  -1.04
C 3.007 -1.297 2.174  -0.30
H 2.917 3.649 0.063  0.34
H 1.192 3.493 0.555  0.30
H 1.738 2.828 -0.994  0.17
H 4.947 1.834 0.456  0.47
H 4.692 0.088 0.753  0.38
H 4.225 0.783 -0.792  0.30
H 1.569 2.297 3.052  0.27
H 2.751 1.058 3.447  0.38
H 3.315 2.676 2.943  0.39
H 0.547 -2.256 -0.031  0.06
H 0.806 -4.383 1.282  0.42
H 2.644 -4.587 2.997  0.40
H 4.061 -2.592 3.509  0.43
H 3.629 -0.448 2.465  0.44

Q: The highest net charge belongs to which entry?
A: C18H35ClLaNO2P2Si

Q: What is the net charge in the first record?
A: 0